Entry 1:
Molecular formula: C39H40B2F4MnN4O8
Method: DFT, the ωB97M-V functional and the def2-TZVPD basis

```
98
Properties=species:S:1:pos:R:3:forces:R:3:lowdin_spin:R:1
C 2.0857 -2.4870 0.4015 -0.4 -0.6 0.2 0.01
H 0.6055 5.7514 -1.2852 0.0 0.0 0.0 0.00
C 2.0557 -0.2818 6.3309 0.0 0.0 0.0 0.00
H -3.7498 0.6198 1.7843 -0.2 0.3 0.0 0.00
H -2.6374 2.8402 6.1380 0.0 0.0 0.0 0.00
O 0.9034 1.7398 -1.8353 -0.2 0.0 -0.3 0.32
H -3.6320 -1.4061 -2.2962 0.0 0.0 0.0 0.00
C -2.3588 6.3448 0.2239 0.0 0.0 0.0 0.00
F -0.1123 -3.6541 -1.7721 0.1 0.1 0.0 0.00
O -0.0663 -3.1613 0.5304 -0.2 -0.3 0.2 0.01
H -4.0615 3.6633 -1.2108 0.0 0.1 0.1 0.00
H 4.8646 -0.6528 -0.6231 0.0 0.0 0.0 0.00
H -0.9177 3.1629 2.1163 0.0 -0.1 0.0 0.00
H 4.9279 -1.9333 0.6061 0.0 -0.1 0.0 0.00
C -2.7201 -3.0871 4.2439 0.0 0.0 0.1 0.00
C -3.5251 -2.4249 2.0916 0.1 0.1 -0.1 0.00
C -3.4529 -0.3473 -2.1220 0.1 -0.1 -0.1 0.00
H -2.6070 -0.6777 1.2690 0.2 -0.2 -0.2 0.00
N 0.0798 0.7909 -1.5044 0.4 0.5 -0.5 0.49
H -1.1303 0.7072 5.7434 0.0 0.0 0.0 0.00
H -2.8051 2.4140 -2.4091 0.0 0.0 -0.1 0.00
B 2.1176 1.9023 -0.8598 0.2 0.1 0.7 0.02
H -1.1394 3.0086 -2.5428 0.0 0.0 0.0 0.00
C -6.3712 1.4289 -0.1837 0.0 0.0 -0.1 0.00
O -0.0934 0.0409 1.9027 -0.1 0.0 1.0 0.14
C -4.6981 2.6276 4.2505 0.2 0.0 -0.1 0.00
H -5.1759 2.0315 3.4813 0.0 -0.1 -0.1 0.00
H 1.7448 -0.8676 3.0104 0.0 0.0 0.0 0.00
B -0.9284 -3.4627 -0.6625 -0.1 0.1 -0.1 0.00
H -4.1877 0.0117 -1.3977 0.0 0.0 0.0 0.00
H -5.0724 3.6488 4.1953 0.0 0.0 0.0 0.00
C -2.6498 -1.3521 2.1097 0.1 -0.1 0.0 0.00
H -4.9354 2.2045 5.2261 0.0 0.0 0.0 0.00
H -3.5922 0.2096 -3.0468 0.0 0.0 0.0 0.00
C -0.6879 4.2618 -0.4670 0.0 0.0 0.1 0.00
C -3.1939 2.6399 4.0619 -0.1 0.2 0.3 0.00
H 1.7715 -4.4903 0.9884 0.0 0.0 0.0 0.00
H -3.0142 7.1566 0.5130 0.0 0.0 0.0 0.00
O -1.4240 1.5397 -0.0538 0.6 0.0 -0.4 0.06
N 0.8447 -2.2195 0.2521 0.3 0.4 -0.2 0.06
C -2.7083 5.0422 0.5387 0.0 -0.1 0.0 0.00
H 3.1488 -3.7046 1.7923 0.0 0.0 0.0 0.00
H -1.2014 -1.8696 5.1146 0.0 0.0 0.0 0.00
Mn 0.2512 -0.0738 0.2075 -0.2 -1.0 -0.3 3.69
C 1.4795 -0.5638 4.0130 -0.1 0.0 0.1 0.00
C -0.1330 0.3316 5.5441 0.0 0.0 0.0 0.00
H -4.2172 -4.1601 3.1445 0.0 0.0 0.0 0.00
C -0.3365 5.5668 -0.7844 0.0 0.0 0.0 0.00
C 0.7856 0.2189 6.5767 0.0 0.0 0.0 0.00
O -2.8453 3.2672 2.8227 -0.2 0.0 -0.2 0.00
C 4.4245 -1.5918 -0.2993 0.0 0.1 -0.1 0.00
C -0.8002 0.0444 3.0945 -0.3 -0.1 0.4 0.02
C -1.8486 -2.0062 4.2611 0.0 0.0 -0.1 0.00
C -2.2499 2.5375 0.5872 -0.3 0.2 0.4 0.01
C -1.1790 6.6146 -0.4555 0.0 0.0 0.0 0.00
C -5.6165 0.7568 0.7642 0.0 -0.1 0.1 0.00
H 0.0019 3.4722 -0.7030 0.0 0.0 0.0 0.00
H 4.5748 -2.3442 -1.0741 0.0 0.0 0.0 0.00
H -7.3976 1.1422 -0.3724 0.0 0.0 0.0 0.00
C -4.3075 1.1399 1.0187 0.0 0.2 0.2 0.00
H -6.3669 3.0111 -1.6334 0.0 0.0 0.0 0.00
N -1.3999 -1.1267 -1.0322 0.6 0.7 0.5 0.04
N 2.3637 -0.2835 -0.2042 -0.5 0.0 0.1 0.02
H 2.7733 -0.3626 7.1373 0.0 0.0 0.0 0.00
H -1.6572 1.6214 -3.5057 0.0 0.0 0.0 0.00
H -4.1533 -2.5939 1.2276 0.0 0.0 -0.1 0.00
C -3.7177 2.1917 0.3269 0.0 0.0 0.0 0.00
C -5.7941 2.4749 -0.8872 0.0 0.0 -0.1 0.00
C 2.3986 -0.6752 5.0470 0.0 0.0 0.0 0.00
C -2.5237 3.3995 5.2094 0.1 -0.1 -0.2 0.00
F 2.7673 3.0176 -1.2424 0.0 0.0 -0.2 0.00
C 0.2086 -0.0564 4.2520 0.1 0.0 -0.2 0.01
F 1.4689 2.0144 0.4037 0.0 0.0 -0.3 0.03
C -1.7682 2.1256 -2.5447 0.2 0.1 0.1 0.00
H -3.6145 4.8503 1.0937 -0.1 0.0 0.0 0.00
O -1.9107 -2.3442 -0.9754 -0.2 -0.3 0.2 0.01
O 2.9983 0.7412 -0.8171 0.2 0.2 -0.2 0.00
H 0.5078 0.5223 7.5784 0.0 0.0 0.0 0.00
H -0.9139 7.6320 -0.7120 0.0 0.0 0.0 0.00
H -0.8006 2.0102 3.8523 0.0 0.0 -0.1 0.00
H 3.2887 -4.2206 0.1040 0.0 0.0 0.0 0.00
H -2.7325 -3.7692 5.0851 0.0 0.0 0.0 0.00
C -4.4805 2.8473 -0.6404 0.0 0.0 0.1 0.00
C 2.6071 -3.8106 0.8503 0.0 0.1 -0.1 0.00
H -1.4639 3.5576 5.0120 0.0 0.0 0.1 0.00
C -3.5561 -3.3034 3.1623 -0.1 0.0 0.0 0.00
C -1.8874 3.9743 0.1689 -0.1 -0.1 -0.2 0.00
F -1.6959 -4.5496 -0.3535 0.0 0.0 0.1 0.00
C 2.9737 -1.3899 -0.0273 0.2 0.5 -0.1 0.01
C -1.8229 2.5518 2.1402 0.1 -0.2 0.0 0.00
C -2.0767 -0.1874 -1.5689 -0.3 -0.1 -0.1 0.01
C -1.5045 1.4428 3.2328 0.1 0.0 -0.2 0.00
O -2.7127 1.3221 3.9511 -0.1 -0.1 0.0 0.00
C -1.8027 -1.1264 3.1854 0.3 0.1 -0.2 0.00
H -2.9993 4.3734 5.3142 0.0 0.0 0.0 0.00
H -6.0463 -0.0674 1.3209 0.0 0.0 0.0 0.00
C -1.3538 1.1473 -1.4733 -0.7 0.1 -0.1 0.03
H 3.3885 -1.0673 4.8482 0.0 0.0 0.0 0.00
```
Positions in Å, forces in eV/Å.

Properties
⟨S²⟩: 8.795
Net charge: 0
Max |F|: 1.1 eV/A
Spin multiplicity: 6
Orbital gap (spin up / spin down): 7.27 / 6.95 eV

Entry 2:
Molecular formula: C56H36BrCl2LaN11O2
Method: DFT, the ωB97M-V functional and the def2-TZVPD basis

```
109
Properties=species:S:1:pos:R:3:forces:R:3:mulliken_charge:R:1
C 1.4820 -5.4248 3.4639 0.0 0.2 -0.1 -0.40
C 2.8799 4.0390 -4.4291 0.0 0.0 -0.1 -0.91
N 0.6722 -0.5577 -3.8843 0.1 0.0 0.2 -0.64
C 2.5415 0.8331 1.8283 0.0 0.1 0.1 -1.10
C 0.3005 2.8244 -0.8616 0.1 0.1 0.1 -1.94
C 3.3079 0.9051 3.0360 -0.1 0.0 -0.1 0.44
C 2.9159 4.2659 0.5193 0.1 0.0 0.0 -0.17
C -4.3659 -3.3248 -0.4693 0.1 0.0 -0.1 -0.75
N 2.3546 1.8493 0.9006 0.0 -0.1 -0.1 1.63
H 3.3418 4.9798 -4.7015 0.0 0.0 0.0 0.44
C -0.0680 -2.8372 -4.2065 0.0 0.1 0.0 0.19
C 3.7597 -0.6339 4.8640 0.0 0.0 -0.1 -0.24
C 3.7615 5.2186 -0.0440 0.0 0.0 0.0 -0.57
N -1.3494 2.8724 0.7160 0.0 -0.1 -0.1 -0.57
C -5.1482 3.9405 2.3234 0.0 0.0 0.0 -0.74
C -5.8754 1.9074 1.2523 0.0 0.0 0.0 -1.16
N 0.1604 -4.3269 -1.0429 0.1 0.0 0.2 -0.32
H -5.3561 4.8975 2.7839 0.0 0.0 0.0 0.43
C -0.6772 -5.1443 -3.8661 0.0 0.1 0.0 -0.31
H 5.0047 0.1605 6.3958 0.0 0.0 0.0 0.37
H -0.0069 -6.9316 0.1680 0.0 0.0 0.0 0.57
C 2.5184 3.8153 -3.1060 0.0 0.0 0.1 -0.02
H 2.9547 3.2855 -6.4344 0.0 0.0 0.0 0.40
H -0.8059 -5.9910 -3.2057 0.0 0.0 0.0 0.57
C 3.2794 2.8226 0.3985 -0.2 -0.1 -0.1 -0.83
N 1.9280 -0.3185 1.6852 0.0 -0.1 -0.1 0.56
H 1.8663 1.1061 -5.8431 0.0 0.0 0.0 0.62
C 1.4159 -3.2070 2.0954 -0.1 0.0 -0.3 -1.00
H -1.6441 1.9026 2.5488 0.0 0.0 -0.1 0.17
C 1.4709 6.0349 1.2771 0.0 0.0 0.0 -0.87
C 4.0809 1.9054 3.6395 0.0 0.0 0.0 -0.17
C 2.6575 3.0780 -5.4143 0.0 0.0 0.0 -0.78
C -2.8661 -1.5059 -1.9205 0.0 -0.1 0.0 -0.44
C -2.3184 -1.9813 -0.7158 -0.3 -0.2 0.0 0.47
N -0.2463 2.2925 0.1437 -0.1 0.1 -0.1 0.67
H 4.1152 7.2992 -0.4149 0.0 0.0 0.0 0.41
O -2.8466 4.3703 2.6453 0.0 0.0 0.0 -0.72
O -1.9229 0.5961 1.0192 -0.1 -0.2 -0.2 -0.28
Cl -3.9897 -2.2836 3.8858 0.0 0.0 0.0 -0.22
C 4.6786 1.6209 4.8446 0.0 -0.1 0.0 -0.89
C -6.1462 -3.2397 -2.1568 0.0 0.0 0.0 -0.22
C 1.9261 2.6039 -2.7941 0.0 0.1 -0.1 -0.37
H 0.4195 -8.3773 2.1540 0.0 0.0 0.0 0.40
C 0.5793 -4.0714 0.2450 -0.1 -0.2 -0.3 -0.07
C 1.0390 0.5018 -3.1364 -0.1 0.0 -0.1 -0.27
C -0.3381 -2.8954 -5.5599 0.0 -0.1 0.1 -0.03
C 3.1308 -0.3556 3.6414 0.1 -0.1 0.1 -0.58
H -4.2841 0.5645 0.6636 0.0 0.0 0.0 0.30
H -7.1961 3.4403 1.9666 0.0 0.0 0.0 0.36
C 0.4027 -6.5280 1.0847 0.0 0.1 -0.1 0.06
N 0.4672 -2.1294 -2.0587 0.1 -0.1 0.2 -0.26
H -0.0374 3.7511 -1.3296 0.0 0.0 0.0 0.42
C -3.1171 -2.9102 -0.0291 0.0 -0.1 0.1 -0.12
H 2.0530 8.0307 0.7437 0.0 0.0 0.0 0.41
H 1.3603 -7.4159 4.2141 0.0 0.0 0.0 0.38
H -3.3037 -1.2048 1.8971 0.0 0.0 0.0 -0.61
C -2.9550 -1.2146 2.9205 0.0 0.0 0.0 0.75
C -4.8586 -2.8200 -1.6717 -0.2 -0.1 -0.1 0.55
C 0.6440 -7.3186 2.1866 0.0 0.0 0.1 -0.74
C 2.5879 1.8031 -0.4910 -0.1 0.3 0.1 -0.61
Br 3.8182 0.4547 -1.1364 0.1 -0.2 -0.1 -0.10
Cl -1.2754 -1.8051 2.9164 0.0 -0.1 0.1 0.03
H 4.3407 2.6032 0.5027 0.0 0.0 0.0 0.80
C -0.9641 -5.2154 -5.2243 0.0 0.0 0.0 -0.62
C 0.6981 -5.1673 1.1846 0.0 -0.1 0.0 0.06
N -7.1768 -3.5748 -2.5450 0.0 0.0 0.0 -0.61
H 4.1995 2.8810 3.1822 0.0 0.0 0.0 0.52
C 0.1496 -3.4907 -2.0154 0.0 0.2 -0.2 0.18
H 0.5796 6.3491 1.8055 0.0 0.0 0.0 0.44
C 2.0562 1.8674 -5.0989 0.0 0.1 0.0 -0.03
C 1.7784 4.6843 1.1999 0.0 0.0 0.0 -0.01
C 1.2272 -4.6163 2.3515 0.1 -0.1 0.2 0.25
C -4.1001 -1.9124 -2.4083 0.0 0.1 0.0 -0.92
H -4.4860 -1.5329 -3.3469 0.0 0.0 0.0 0.47
H 1.1385 3.9476 1.6657 0.0 0.0 0.0 0.50
H -2.3141 -0.7921 -2.5365 0.0 0.0 0.0 0.23
H -1.3314 -6.1423 -5.6471 0.0 0.0 0.0 0.41
H -2.0081 4.1069 2.2320 0.0 0.0 0.0 0.37
H -4.9551 -4.0347 0.0981 0.0 0.0 0.0 0.46
C -2.0779 1.8226 1.5293 0.0 -0.1 0.0 -0.30
C 2.2996 6.9782 0.6864 0.0 0.0 0.0 -0.54
C 2.2920 -1.1241 2.7710 -0.1 0.2 -0.2 -0.25
N 0.9628 -2.9300 0.7868 0.2 0.0 0.2 0.05
C 3.4534 6.5682 0.0320 0.0 0.0 0.0 -0.58
H -6.6710 1.2750 0.8809 0.0 0.0 0.0 0.45
H 1.8952 -4.9978 4.3682 0.0 0.0 0.0 0.54
H -0.2054 -2.0267 -6.1905 0.0 0.0 0.0 0.55
C 1.4240 2.0339 -1.4906 0.1 -0.1 -0.1 1.84
H 5.2760 2.3734 5.3431 0.0 0.0 0.0 0.41
H -1.0327 -4.2026 -7.1122 0.0 0.0 0.0 0.40
C -0.7962 -4.1101 -6.0595 0.0 0.0 0.0 -0.71
H -2.9676 -0.2258 3.3586 0.0 0.0 0.0 0.21
N 2.0055 -2.3989 2.9332 0.0 -0.1 0.2 -0.30
N 0.8430 0.7231 -1.8657 0.3 -0.1 0.2 0.58
H -2.7542 -3.3393 0.9037 0.0 0.0 0.0 0.44
H -1.9761 3.2276 -0.0053 0.0 0.0 0.0 0.31
C -3.5209 2.2998 1.6079 0.0 0.0 0.1 0.72
C -3.8283 3.5328 2.1872 0.1 0.0 0.0 0.43
C -6.1667 3.1210 1.8595 0.0 0.0 0.0 -0.34
H 4.6642 4.8960 -0.5514 0.0 0.0 0.0 0.43
H 3.6404 -1.6029 5.3308 0.0 0.0 0.0 0.57
C -4.5529 1.5056 1.1298 0.0 0.0 0.0 -0.36
La -0.1700 -0.7427 0.0574 -0.1 0.9 0.1 1.82
C 0.3893 -1.7230 -3.3365 -0.1 -0.1 -0.2 -0.50
H 2.6971 4.5714 -2.3517 0.0 0.0 0.0 0.59
C 1.1818 -6.7651 3.3664 0.0 -0.1 -0.1 -0.57
C 4.5181 0.3523 5.4470 0.0 0.1 0.0 -0.58
C -0.2303 -3.9301 -3.3809 0.0 -0.1 0.1 -0.02
C 1.6982 1.6592 -3.7796 -0.1 -0.1 0.0 -0.35
```
Positions in Å, forces in eV/Å.

Properties
Net charge: -1
Max |F|: 0.9 eV/A
Orbital gap (spin up / spin down): 5.01 / 5.03 eV